[1]
Below is a molecular structure, C10H23NO13S4Si2, with properties calculated with ωB97M-V/def2-TZVPD.

The total charge is 0. The value obtained for the LUMO energy is 0.27 eV. The maximum force is 1.72 eV Å⁻¹. The calculation puts the calculated total energy at -3599.42667 Ha. The HOMO-LUMO gap comes out at 9.69 eV.

```
53
Properties=species:S:1:pos:R:3:forces:R:3
C -0.78556 -0.16193 1.29413 0.11 0.68 -0.57
C -1.17490 0.24169 2.36626 -0.08 0.42 0.39
Si -1.88237 1.18259 3.82647 -0.19 0.32 -1.01
S -4.01735 0.98838 3.69001 -0.40 -0.05 -0.10
O -1.50057 2.81585 3.79168 0.74 -1.15 -1.04
Si -0.75571 3.39282 2.37361 -0.39 0.99 0.17
N -0.89838 5.15823 2.23166 -0.40 -1.24 -0.30
C -0.70814 5.45151 0.77667 0.48 0.63 0.42
C -0.89295 6.97098 0.45564 -0.06 -0.77 -0.63
H -0.45505 -0.25179 0.25647 -0.27 -0.42 0.93
H -1.48853 0.51225 5.06421 -0.04 0.19 0.17
H -4.28469 1.19807 2.36588 0.58 -0.04 0.57
H 0.66628 3.01400 2.26263 -0.04 0.00 0.24
H -1.46611 2.82282 1.20746 -0.09 -0.14 0.10
H -1.84350 5.43000 2.51251 0.27 0.12 -0.04
H 0.34808 5.18946 0.55901 -0.59 -0.01 -0.06
H -1.34425 4.81469 0.12679 0.19 0.40 0.27
H -1.40900 7.52195 1.25918 0.37 -0.28 -0.26
H -1.51301 7.03985 -0.46047 0.36 0.22 0.45
H 0.09913 7.40297 0.23073 -0.63 0.10 0.29
C -5.08592 -3.44245 3.23623 0.09 0.11 0.49
C -3.87924 -2.64755 2.78036 -0.25 0.28 -0.33
O -2.86298 -3.63147 2.55336 -0.26 -0.54 0.20
S -3.54586 -4.99506 2.03827 -0.16 0.49 0.17
O -3.46468 -5.03953 0.62081 -0.01 -0.25 0.15
O -3.09088 -6.06122 2.85732 0.10 0.03 -0.24
O -5.06350 -4.63417 2.44319 0.39 0.08 -0.32
H -4.99986 -3.72834 4.28725 0.00 0.04 -0.02
H -6.01873 -2.90423 3.08273 -0.02 -0.17 -0.16
H -3.55195 -1.92436 3.52174 0.19 -0.14 -0.03
H -4.07478 -2.13504 1.83520 -0.01 0.05 0.06
C 1.38674 -0.09664 -4.29477 0.56 -0.11 0.03
C 1.12151 -1.13592 -3.22760 -0.57 -0.49 -0.19
O 0.96886 -0.37928 -2.01493 0.10 0.64 -0.06
S 0.30708 1.04683 -2.35932 0.27 -0.40 -0.57
O -1.09091 0.96425 -2.11094 0.14 0.28 0.12
O 1.12005 2.06536 -1.79510 -0.28 -0.06 0.19
O 0.54051 1.01144 -3.94906 -0.32 -0.16 0.50
H 2.42334 0.24282 -4.26994 -0.02 -0.05 -0.01
H 1.14821 -0.45733 -5.29242 -0.17 0.16 0.04
H 1.93135 -1.85275 -3.13212 -0.30 0.34 0.31
H 0.18446 -1.66749 -3.41575 0.00 0.06 -0.03
C 5.82854 -2.03777 -1.78444 -0.29 -0.08 0.47
C 5.93972 -3.52269 -2.06751 0.57 0.01 0.02
O 4.99443 -3.76062 -3.11772 -0.37 0.53 -0.07
S 4.91034 -2.46181 -4.06148 0.51 -0.20 0.49
O 5.73729 -2.66137 -5.19495 -0.31 0.21 -0.06
O 3.53997 -2.08626 -4.17765 0.69 -0.30 -0.45
O 5.64582 -1.43214 -3.07005 -0.04 -0.41 -0.37
H 4.95205 -1.81365 -1.17197 0.04 -0.01 0.01
H 6.71835 -1.63856 -1.30307 0.01 0.11 -0.23
H 5.70367 -4.13218 -1.19861 -0.22 -0.05 -0.16
H 6.93356 -3.78519 -2.43758 -0.01 0.02 0.05
```
Forces are in eV/Å.

natural (NBO) atomic charge list, values in e, 4 entries: -0.147 -0.546 1.501 -0.479



[2]
Below is a molecular structure, C12H11EuNO4, with properties calculated with ωB97M-V/def2-TZVPD.

The total charge is +2. The value obtained for the LUMO energy (spin up / spin down) is -8.92 / -8.35 eV. The maximum force is 3.83 eV Å⁻¹. The multiplicity is 8. The calculation puts the calculated total energy at -1529.23156 Ha. The HOMO-LUMO gap (spin up / spin down) comes out at 5.19 / 8.85 eV.

```
29
Properties=species:S:1:pos:R:3:forces:R:3
Eu -0.90062 -0.83316 -0.98523 -0.56 -0.20 -0.35
O -3.42001 -2.50450 1.14907 2.35 1.49 -2.12
C -2.64584 -2.00881 0.46223 -2.55 -1.63 2.35
C 0.79099 0.26660 -2.64623 0.90 0.65 -0.21
O 1.64537 0.84761 -3.08894 -0.69 -0.47 0.17
C -2.58970 0.98369 -1.55333 -1.79 2.41 -0.32
O -3.28499 1.87821 -1.67570 1.52 -2.07 0.21
C 0.56427 -2.91660 -0.83366 2.06 -2.18 0.52
O 1.32259 -3.74835 -0.65715 -1.78 1.81 -0.45
C -2.39702 -2.38832 -2.78690 0.41 0.40 0.37
H -2.20291 -3.34812 -2.23200 -0.10 0.77 -1.02
H -3.37447 -1.91294 -2.49405 0.90 -0.46 -0.79
C -1.46286 -1.76700 -3.56113 -0.07 0.03 0.44
H -1.60161 -0.73836 -3.99179 -0.25 -1.20 0.23
H -0.42820 -2.17300 -3.72965 -1.25 0.01 0.01
C 2.39394 2.48155 3.43107 0.56 0.23 0.40
C 1.68413 1.70827 2.37891 0.22 0.29 0.50
C 0.31958 1.94228 2.19482 -0.86 -0.26 -0.59
C -0.35826 1.21621 1.23857 1.29 -0.88 -0.19
N 0.32719 0.27054 0.53415 0.49 0.32 -0.20
C 1.66990 0.05834 0.65179 -1.25 0.61 0.63
C 2.37247 0.76762 1.60316 -0.20 -0.40 -0.56
H 2.33297 3.56223 3.25545 -0.05 -0.19 -0.11
H 1.95619 2.31785 4.42359 -0.01 -0.09 -0.22
H 3.44968 2.20433 3.47546 -0.15 0.09 0.05
H -0.24172 2.65995 2.77534 0.26 0.16 0.15
H -1.42480 1.30267 0.97673 0.41 0.19 0.46
H 2.07566 -0.69339 -0.03515 0.17 0.32 0.47
H 3.42809 0.56460 1.72056 0.02 0.24 0.17
```
Forces are in eV/Å.

natural (NBO) atomic charge list, values in e, 4 entries: 0.944 -0.336 0.491 0.512



[3]
Below is a molecular structure, C20H27AgNO3S2, with properties calculated with ωB97M-V/def2-TZVPD.

Its energy above the lowest of the compared OMol25 structures with the same formula, charge and spin is 1.7 kJ/mol. The total charge is +1. The value obtained for the LUMO energy is -2.02 eV. The maximum force is 0.25 eV Å⁻¹. The calculation puts the calculated total energy at -2001.90653 Ha. The HOMO-LUMO gap comes out at 9.78 eV.

```
54
Properties=species:S:1:pos:R:3:forces:R:3
Ag -1.07965 -1.05041 0.87566 -0.08 0.01 -0.05
O -2.20779 -2.55314 -0.26804 -0.07 -0.02 0.24
S -2.20052 -2.91005 -1.73359 0.10 -0.04 -0.14
C -0.69023 -2.12678 -2.34943 -0.06 -0.01 0.00
C 0.52949 -2.74207 -1.67731 -0.05 -0.09 0.05
C 1.74107 -1.81243 -1.71916 -0.01 0.00 -0.04
C 2.83739 -2.26034 -0.76002 0.03 -0.04 -0.02
S 2.70288 -1.55023 0.90180 -0.07 0.01 0.11
O 1.24894 -1.60221 1.29437 0.09 0.06 -0.08
C 3.07766 0.14447 0.47561 0.03 0.00 0.01
C 2.07272 1.09207 0.38399 0.01 -0.02 -0.02
C 2.41109 2.39959 0.05975 -0.01 0.02 -0.01
C 3.73587 2.74666 -0.15839 0.00 0.00 0.00
C 4.73695 1.78949 -0.04649 0.00 -0.01 0.00
C 4.41108 0.48299 0.27954 0.00 0.01 0.00
C -3.36465 -1.83589 -2.54254 0.01 0.00 -0.03
C -3.85537 -0.72158 -1.88332 -0.03 0.00 -0.02
C -4.75512 0.10129 -2.54555 0.02 0.01 0.02
C -5.14650 -0.19577 -3.84320 0.00 0.00 -0.02
C -4.65300 -1.32339 -4.48621 0.00 -0.01 -0.01
C -3.76273 -2.16029 -3.83207 -0.01 0.04 0.02
H -0.81272 -1.06960 -2.08899 0.04 0.01 -0.02
H -0.68838 -2.22327 -3.43637 0.02 0.03 0.00
H 0.77791 -3.69391 -2.15255 -0.02 -0.01 -0.01
H 0.28668 -2.97063 -0.63540 0.04 0.07 -0.03
H 1.43795 -0.78844 -1.48100 0.00 -0.01 0.01
H 2.14690 -1.77817 -2.73218 0.01 0.02 0.00
H 3.83720 -1.98173 -1.09648 0.00 0.00 0.00
H 2.82858 -3.34120 -0.60426 0.00 0.00 -0.03
H 1.04324 0.81662 0.56966 -0.01 0.00 0.02
H 1.63372 3.14751 -0.02843 -0.01 0.00 0.00
H 3.99309 3.76667 -0.41074 0.00 0.00 0.00
H 5.77117 2.06341 -0.20428 0.00 0.00 0.00
H 5.18966 -0.26317 0.38942 0.01 0.00 0.00
H -3.55818 -0.51974 -0.86246 0.00 0.00 0.00
H -5.15614 0.97133 -2.04358 0.00 0.00 0.00
H -5.85054 0.44730 -4.35363 0.00 0.00 0.00
H -4.97261 -1.56093 -5.49162 -0.01 0.01 0.00
H -3.39285 -3.05571 -4.31728 0.01 -0.01 0.01
C 0.39945 2.55686 4.78117 0.02 0.00 0.02
N -0.15696 2.29822 3.45527 -0.02 0.02 -0.04
C -0.37014 3.46286 2.60386 0.00 0.01 0.01
C -0.48576 1.08043 3.02513 -0.01 -0.01 0.01
C -0.30252 -0.10928 3.92241 0.03 -0.01 0.01
O -0.95015 0.91585 1.87470 0.02 -0.02 0.03
H 0.67742 3.60616 4.82807 0.00 0.00 0.00
H 1.29588 1.96529 4.95786 0.00 0.00 0.01
H -0.32835 2.36220 5.56865 0.00 0.00 0.00
H -1.01637 4.17615 3.11591 0.00 0.00 0.00
H -0.84142 3.15209 1.67865 0.01 0.00 0.00
H 0.58488 3.94456 2.38933 0.00 0.00 0.00
H 0.02970 0.11934 4.92888 -0.01 0.01 0.00
H 0.41890 -0.77774 3.44743 -0.01 0.00 0.00
H -1.25883 -0.63130 3.97746 0.00 -0.01 0.00
```
Forces are in eV/Å.

natural (NBO) atomic charge list, values in e, 4 entries: 0.891 -1.059 1.289 -0.590



[4]
Below is 2 unconnected molecules or ions with the total composition H5ISi2, with properties calculated with ωB97M-V/def2-TZVPD.

Its energy above the lowest of the compared OMol25 structures with the same formula, charge and spin is 243.1 kJ/mol. The total charge is 0. The value obtained for the LUMO energy is -1.25 eV. The maximum force is 1.47 eV Å⁻¹. The calculation puts the calculated total energy at -879.56825 Ha. The HOMO-LUMO gap comes out at 7.90 eV.

```
8
Properties=species:S:1:pos:R:3:forces:R:3
Si 1.47750 -0.37787 0.35979 -0.27 -0.92 0.92
Si -3.01551 0.67256 0.03795 0.80 0.61 0.42
I 3.47339 1.02056 0.45007 -0.24 0.13 -0.17
H 2.00892 -1.69924 0.86728 -0.39 0.64 0.39
H 1.09454 -0.89634 -0.96231 -0.20 0.72 -0.32
H 0.30639 0.23924 1.19238 1.08 -0.57 -0.81
H -1.79999 1.08503 -0.82993 -0.27 -0.04 0.34
H -3.54524 -0.04395 -1.11523 -0.50 -0.57 -0.76
```
Forces are in eV/Å.

natural (NBO) atomic charge list, values in e, 4 entries: 0.604 0.580 -0.199 -0.144



[5]
Below is a molecular structure, C32H30N4O4PSTeV, with properties calculated with ωB97M-V/def2-TZVPD.

Its energy above the lowest of the compared OMol25 structures with the same formula, charge and spin is 60.4 kJ/mol. The total charge is +1. The value obtained for the LUMO energy (spin up / spin down) is -2.86 / -2.84 eV. The maximum force is 1.32 eV Å⁻¹. The multiplicity is 4. The calculation puts the calculated total energy at -3708.81084 Ha. The HOMO-LUMO gap (spin up / spin down) comes out at 7.33 / 8.33 eV.

```
74
Properties=species:S:1:pos:R:3:forces:R:3
V -0.15393 0.09476 -0.08801 0.49 0.02 -1.10
N -0.77011 -1.37132 3.66458 -0.13 -0.11 0.20
C -0.16384 -0.23570 4.18990 0.00 -0.08 -0.05
C 0.12451 0.15556 5.49280 -0.06 -0.07 0.09
C 0.74642 1.37824 5.64384 0.00 0.00 -0.02
C 1.06074 2.18948 4.53871 0.02 0.03 0.01
C 0.77642 1.79268 3.24878 0.01 0.06 -0.03
C 0.16830 0.54949 3.08538 -0.07 -0.06 -0.14
N -0.21906 -0.12003 1.92827 -0.08 -0.07 1.13
C -0.78360 -1.24073 2.32266 0.19 0.10 -0.13
C -1.26697 -2.15056 1.29042 0.18 0.18 0.03
C -2.13750 -3.18319 1.32996 -0.11 -0.22 0.12
S -2.35294 -3.81716 -0.23884 -0.04 -0.07 -0.09
C -1.28906 -2.64737 -0.86821 0.02 -0.14 0.04
N -0.78945 -1.83652 0.02333 -0.62 -1.11 0.15
H -1.10462 -2.16172 4.18714 -0.02 -0.02 0.02
H -0.12946 -0.46296 6.34654 0.03 0.07 -0.07
H 0.99220 1.72428 6.63918 -0.01 0.00 -0.03
H 1.52994 3.15133 4.70760 -0.03 -0.07 0.00
H 0.98686 2.42206 2.39336 0.01 -0.02 0.01
H -2.67811 -3.58267 2.17528 0.08 0.02 -0.06
H -1.04985 -2.59148 -1.92177 -0.02 0.03 0.07
C 3.00261 -1.12214 1.20482 -0.09 0.04 -0.04
P 2.22020 -0.13850 -0.12498 1.32 -0.07 0.04
C 3.06229 1.47626 0.06454 -0.05 -0.10 0.01
C 3.05580 -0.82848 -1.60176 -0.09 -0.03 0.09
H 4.08580 -0.99948 1.18458 0.01 -0.03 0.01
H 2.76087 -2.17782 1.07277 0.00 0.00 0.02
H 2.62497 -0.79494 2.17469 0.02 0.00 0.00
H 4.11790 1.39650 -0.19565 0.02 0.00 0.02
H 2.97692 1.80391 1.10111 -0.01 0.02 -0.01
H 2.58524 2.22042 -0.57123 0.00 0.03 -0.03
H 4.13123 -0.88530 -1.43340 0.03 0.00 -0.02
H 2.87261 -0.20118 -2.47395 0.00 0.02 -0.03
H 2.67521 -1.82918 -1.81026 0.01 0.00 -0.01
Te 0.12010 1.04959 -2.66461 -0.02 0.31 -1.10
C 0.11279 0.17862 -4.59825 0.11 -0.13 0.20
C 0.90300 0.78404 -5.56996 -0.04 -0.09 -0.06
C 0.86506 0.31654 -6.87848 -0.01 -0.02 0.02
C 0.04278 -0.75158 -7.21277 0.02 0.03 0.02
C -0.74035 -1.35854 -6.23928 0.00 -0.01 0.00
C -0.70368 -0.89700 -4.93038 0.06 0.00 -0.03
C -1.61855 2.16441 -3.11554 0.06 0.11 0.21
C -1.49526 3.52826 -3.35944 -0.03 -0.05 0.00
C -2.62019 4.27333 -3.69392 -0.02 0.00 0.02
C -3.86018 3.65531 -3.77944 0.01 -0.03 0.04
C -3.97902 2.29148 -3.53318 -0.04 0.05 0.00
C -2.85958 1.54431 -3.19644 0.00 0.00 -0.01
H 1.53822 1.62220 -5.31072 -0.01 -0.01 -0.02
H 1.47660 0.79134 -7.63635 -0.03 -0.03 0.03
H 0.01219 -1.11201 -8.23366 0.00 0.02 0.04
H -1.38317 -2.19099 -6.50001 0.03 0.03 0.01
H -1.32048 -1.37128 -4.17638 -0.02 0.02 0.00
H -0.52512 4.00527 -3.30155 -0.01 0.02 0.02
H -2.52496 5.33545 -3.89138 0.00 -0.08 0.02
H -4.73652 4.23660 -4.03930 0.03 -0.03 0.00
H -4.94761 1.80879 -3.60222 0.06 0.03 0.00
H -2.95464 0.48246 -3.00582 -0.01 0.01 0.04
O -2.06872 0.79118 -0.05019 -0.47 0.72 0.05
C -1.59348 1.96364 0.04173 -0.11 0.23 0.23
O -0.32204 2.11809 -0.04417 -0.69 0.70 0.26
C -2.47433 3.13582 0.28693 0.10 -0.08 -0.09
C -3.85560 2.98156 0.31345 -0.01 -0.03 -0.01
C -4.67258 4.08025 0.53560 -0.06 -0.08 -0.03
C -4.11442 5.33282 0.73229 0.00 0.15 0.01
C -2.73626 5.45918 0.71172 0.04 0.09 -0.01
C -1.90214 4.38390 0.49246 0.10 0.06 -0.02
N -2.13590 6.79869 0.93401 0.03 0.16 0.13
O -2.89119 7.75040 0.97570 0.13 -0.28 -0.04
O -0.92850 6.86218 1.07480 -0.28 -0.14 -0.11
H -4.27230 1.99538 0.15592 -0.01 0.03 -0.01
H -5.74895 3.96342 0.55225 0.06 0.01 0.00
H -4.72314 6.20975 0.90204 0.00 -0.03 0.00
H -0.83082 4.51421 0.47587 0.02 0.00 0.00
```
Forces are in eV/Å.

Mulliken atomic charge list, values in e, 4 entries: 0.196 -0.001 0.800 -1.182



[6]
Below is 2 unconnected molecules or ions with the total composition C4H13N2S, with properties calculated with ωB97M-V/def2-TZVPD.

Its energy above the lowest of the compared OMol25 structures with the same formula, charge and spin is 82.1 kJ/mol. The total charge is 0. The value obtained for the LUMO energy (spin up / spin down) is 0.76 / 0.72 eV. The maximum force is 0.80 eV Å⁻¹. The multiplicity is 2. The calculation puts the calculated total energy at -667.81306 Ha. The HOMO-LUMO gap (spin up / spin down) comes out at 5.17 / 9.33 eV.

```
20
Properties=species:S:1:pos:R:3:forces:R:3
C 1.85545 0.76129 -2.03166 -0.60 -0.29 0.03
N -0.38652 -2.17169 -1.42641 -0.20 0.55 -0.54
C 0.77053 -1.38807 -1.56480 0.33 -0.65 0.06
N 0.75154 -0.01005 -1.50509 -0.02 0.10 0.12
H 1.60545 1.20889 -2.99951 0.16 0.12 0.01
H 2.69403 0.08757 -2.17883 0.17 0.03 0.01
H 2.13900 1.52570 -1.31189 0.15 0.20 -0.11
H -1.20626 -1.71160 -1.06438 0.08 -0.14 0.16
H -0.24095 -3.11641 -1.12399 -0.06 0.04 0.24
H 1.70119 -1.91002 -1.70913 0.08 0.14 0.02
H -0.06654 0.46973 -1.16681 0.04 -0.14 -0.10
C -0.80974 1.34763 2.80767 -0.12 -0.14 -0.15
C -0.79762 0.28035 1.71628 0.42 0.40 0.15
S -1.99603 0.65951 0.39412 -0.22 -0.15 0.18
H -1.81155 1.44037 3.22181 -0.02 0.03 0.12
H -0.52246 2.31890 2.40783 0.01 0.04 -0.01
H -0.11559 1.08401 3.60643 0.02 0.01 0.00
H 0.17890 0.24920 1.23323 0.03 -0.11 0.02
H -0.97813 -0.69905 2.14708 -0.20 -0.11 -0.17
H -2.76470 -0.42625 0.54805 -0.05 0.06 -0.03
```
Forces are in eV/Å.

natural (NBO) atomic charge list, values in e, 4 entries: -0.393 -0.851 0.018 -0.655



> Which value of maximum force does entry 4 give?

1.47 eV Å⁻¹